No. 1
{"formula": "CH5O2PS", "method": "ωB97M-V/def2-TZVPD", "gap_ev": [5.6, 10.0], "de_lowest_ev": 3.5545, "max_force_ev_per_a": 3.910, "total_energy_ha": -931.0344, "symbols": ["C", "O", "O", "P", "S", "H", "H", "H", "H", "H"], "positions_angstrom": [[1.9913, 0.4050, 0.2962], [-0.8037, -1.1896, -1.4061], [-0.1601, -1.1479, 1.0362], [-1.3376, -1.0077, 0.1565], [-1.8569, 1.1955, -0.2109], [1.7479, 0.4294, 1.3482], [1.3756, 1.0111, -0.2321], [2.4732, -0.3981, -0.0390], [-1.3917, -0.7989, -2.0242], [-2.0379, 1.5012, 1.0752]], "forces_ev_per_angstrom": [[-0.9778, 1.2324, 3.5797], [0.3516, -0.8908, 1.9797], [-0.1759, -0.3074, 0.3779], [0.8757, 1.7407, -1.7097], [0.0696, -1.0062, 0.2450], [0.4278, 0.0007, 0.1727], [-1.3888, 1.6419, -2.0910], [1.9015, -2.8797, -1.6233], [-0.9925, 0.5022, -1.1207], [-0.0913, -0.0337, 0.1897]]}



No. 2
{"formula": "C35H27N9O7S3SeW", "method": "ωB97M-V/def2-TZVPD", "gap_ev": [7.3, 6.9], "spin_multiplicity": 3, "de_lowest_ev": 0.3201, "max_force_ev_per_a": 2.665, "total_energy_ha": -6032.3861, "symbols": ["W", "C", "C", "C", "C", "C", "C", "C", "N", "N", "C", "C", "C", "C", "C", "C", "N", "C", "C", "C", "C", "C", "C", "N", "H", "H", "H", "H", "H", "H", "H", "H", "H", "H", "H", "H", "H", "H", "H", "H", "H", "H", "H", "H", "O", "C", "O", "C", "C", "C", "C", "C", "C", "O", "N", "O", "O", "N", "O", "O", "H", "H", "Se", "C", "N", "S", "C", "S", "C", "N", "N", "C", "C", "C", "C", "C", "C", "S", "H", "H", "H", "H", "H"], "positions_angstrom": [[-11.0070, -19.6608, -6.6135], [-9.9526, -22.5076, -5.3336], [-11.1946, -22.7936, -6.2299], [-11.0676, -22.4955, -7.7272], [-11.2052, -23.5605, -8.5855], [-11.0275, -23.3515, -9.9533], [-10.6671, -22.0536, -10.3724], [-10.5956, -21.0312, -9.4585], [-10.8353, -21.2247, -8.1626], [-9.3063, -21.1736, -5.7856], [-8.1823, -21.5536, -6.6485], [-7.3370, -20.4604, -7.3350], [-6.1770, -20.0769, -6.7484], [-5.4383, -19.0994, -7.3546], [-5.8778, -18.5137, -8.5069], [-7.0862, -18.9724, -9.0387], [-7.7785, -19.9191, -8.4477], [-8.6843, -20.3567, -4.6220], [-8.4413, -18.9118, -5.0563], [-7.5391, -18.0968, -4.3341], [-7.4734, -16.7518, -4.6788], [-8.2684, -16.2468, -5.7067], [-9.0459, -17.1382, -6.4207], [-9.1465, -18.4331, -6.1024], [-9.2532, -23.3180, -5.3003], [-10.3676, -22.3788, -4.3381], [-11.9733, -22.1665, -5.8099], [-11.5758, -23.7797, -6.0485], [-11.5054, -24.5591, -8.2903], [-11.1828, -24.1695, -10.6053], [-10.4595, -21.8852, -11.4516], [-10.3659, -20.0430, -9.8169], [-8.5632, -22.2181, -7.4869], [-7.5436, -22.2159, -6.0472], [-5.7949, -20.5334, -5.8471], [-4.5172, -18.8148, -6.9199], [-5.3752, -17.6691, -8.9539], [-7.5487, -18.5083, -9.9165], [-7.7104, -20.8209, -4.3315], [-9.3515, -20.4570, -3.7766], [-7.0206, -18.4849, -3.4354], [-6.9244, -16.0430, -4.0927], [-8.2780, -15.2062, -5.9199], [-9.5496, -16.8212, -7.3412], [-11.8545, -15.6952, -6.1239], [-12.0647, -16.7841, -6.6264], [-11.8825, -17.8921, -5.9742], [-12.5714, -16.9488, -8.0164], [-13.6984, -16.2909, -8.5282], [-14.0591, -16.5452, -9.8584], [-13.2331, -17.2083, -10.7051], [-12.0103, -17.7048, -10.2217], [-11.7306, -17.7288, -8.8519], [-10.7409, -18.4174, -8.2905], [-11.0505, -18.2197, -11.2333], [-11.5326, -18.6204, -12.2851], [-9.8466, -18.1376, -10.9760], [-15.2887, -15.9711, -10.4362], [-15.4763, -16.1925, -11.5845], [-16.1089, -15.3891, -9.7400], [-14.2559, -15.5582, -7.9661], [-13.4753, -17.3786, -11.7316], [-13.4556, -19.9700, -7.1308], [-13.8671, -21.7136, -7.5065], [-14.2756, -22.7444, -7.8575], [-8.8104, -15.9530, -1.4439], [-9.7527, -17.2935, -1.8833], [-10.7228, -17.3148, -3.3533], [-10.9509, -19.0202, -3.1346], [-10.4886, -19.4861, -2.0133], [-9.7998, -18.4835, -1.2959], [-8.9797, -18.9444, -0.1869], [-8.4573, -20.2237, -0.3700], [-7.5617, -20.7673, 0.5670], [-7.3393, -20.0489, 1.7566], [-7.8801, -18.7839, 1.9215], [-8.6935, -18.2128, 0.9374], [-11.8022, -20.1127, -4.2063], [-8.6705, -20.7960, -1.2413], [-7.1433, -21.7624, 0.4679], [-6.7380, -20.4590, 2.5401], [-7.6829, -18.1626, 2.8473], [-9.1445, -17.2115, 1.1135]], "forces_ev_per_angstrom": [[1.2268, 1.7267, 0.4019], [-1.0140, 1.5222, -0.5594], [0.5158, 1.2265, -0.0882], [0.0870, -0.4676, 1.1631], [0.0899, -0.0792, -1.5508], [0.3119, 1.7671, 1.1590], [-0.1410, -1.5656, -1.2267], [-0.1308, 0.0295, -0.6418], [0.1505, -0.8965, 1.2326], [-0.2031, 0.3870, 1.2213], [0.2599, -1.1933, -2.3689], [-1.2272, -1.1260, 1.1489], [1.0025, -0.3099, 0.5588], [0.4521, 0.2557, -0.0993], [-0.7672, 0.4050, -0.6600], [0.2231, 0.8095, -0.0792], [-1.1767, -0.5332, -0.6594], [0.3743, -1.0039, -1.2215], [0.4458, 0.3705, 0.7641], [-0.6508, -0.4799, -0.1057], [-0.7059, -0.0140, 0.0883], [0.3270, -1.3370, 0.3137], [0.2450, 0.5134, -0.8227], [-0.0716, -0.8697, 1.0602], [0.7006, -0.2705, -0.2942], [0.2243, 0.2042, 0.1305], [-0.2638, 0.2595, -0.0737], [0.1271, -0.7088, -0.2185], [0.1240, 0.2595, 0.5213], [0.0180, -0.4966, -0.8244], [-0.2143, 0.1505, 1.0253], [0.1263, 0.1124, 0.5025], [0.2571, 0.7898, 0.9510], [0.1759, 0.3153, -0.1230], [-0.1521, -0.1125, 0.1237], [0.8225, 0.4168, 0.3858], [0.1916, -0.1091, -0.1238], [0.2695, -0.2492, 0.1972], [-0.5909, 0.2750, -0.2627], [0.0190, 0.2162, 0.0469], [-0.2730, 0.2062, -0.7869], [0.4488, 0.0121, 0.2869], [-0.0146, 0.5891, -0.3165], [-0.0203, -0.2082, 0.6700], [-0.2614, -0.3495, -0.4393], [-0.2657, 1.3204, 0.5118], [0.4317, -1.2720, -0.0960], [-0.6256, 0.6902, -1.0737], [0.8327, -0.4735, -0.1261], [-0.1684, 0.9155, 1.0083], [1.5211, -0.8228, 0.0537], [-0.2902, -0.1300, -0.5294], [0.1062, -0.2543, 0.5925], [-0.5588, -0.3072, -0.3914], [-0.2264, 0.3544, 0.0479], [0.7328, 0.0707, 0.6829], [-1.1732, -0.2673, -0.3269], [-0.8264, 0.0111, 1.7351], [-0.0760, -0.3426, -2.4998], [0.9548, -0.0167, 0.5964], [-0.1415, -0.2004, 0.3121], [-0.1137, 0.1562, -0.4018], [-1.0651, 0.0997, 0.1410], [-0.5752, -0.8693, -0.8224], [0.5343, 0.7156, 0.5270], [-0.6815, -0.7400, -0.2897], [0.7192, 1.7953, -0.2090], [0.3126, 0.0904, 0.4777], [-0.3131, -0.3228, 0.7649], [0.5228, 0.4858, 0.0187], [-0.5957, -1.0108, -0.0019], [-0.3759, -0.7763, -1.3752], [1.5265, -0.3515, 1.0138], [-1.0965, 0.8833, 0.7158], [-0.0289, 0.1088, -0.7331], [-0.0695, 0.9877, 0.7628], [-0.4695, 1.0748, 0.8571], [-0.0600, 0.1654, -0.3198], [-0.2998, -0.1272, -0.5314], [-0.0673, 0.1159, -0.2269], [0.3394, -0.2375, 0.2561], [-0.2075, -1.0248, -1.1708], [0.4995, -0.9338, -0.3568]]}



No. 3
{"formula": "C4H9N3O", "method": "ωB97M-V/def2-TZVPD", "gap_ev": 10.0, "de_lowest_ev": 3.4059, "max_force_ev_per_a": 2.856, "total_energy_ha": -397.2255, "symbols": ["H", "N", "C", "C", "O", "N", "N", "C", "C", "H", "H", "H", "H", "H", "H", "H", "H"], "positions_angstrom": [[-2.0872, 1.0968, 2.2614], [-2.1679, 0.7258, 1.3487], [-1.0454, 0.1735, 1.0105], [0.1289, 0.0516, 1.9479], [0.8387, -1.1402, 1.9578], [-0.8334, -0.3576, -0.2686], [0.5491, -0.2568, -0.6857], [0.7006, 0.6624, -1.7945], [0.6454, -0.8040, -2.0203], [-0.2727, 0.1197, 2.9556], [0.7586, 0.9167, 1.7868], [1.4628, -1.0316, 1.2188], [-1.5048, -0.0083, -0.9633], [-0.1449, 1.2022, -2.1677], [1.6646, 1.1658, -1.8651], [-0.2677, -1.1919, -2.4943], [1.5754, -1.3242, -2.2283]], "forces_ev_per_angstrom": [[-0.0827, 0.1075, 1.3609], [1.4480, -0.9147, -2.2849], [-1.2504, 0.3624, -0.0316], [-0.7078, 0.3819, 1.1066], [0.9353, -0.2185, -0.9482], [-0.0461, 0.4586, 0.8773], [-1.6792, -0.2733, -0.0061], [1.0347, 0.0678, -0.6976], [0.5492, -0.2598, -0.6685], [-0.1845, 0.3506, 0.1049], [0.3942, 0.3163, -0.0581], [-0.2509, -0.5831, 0.2081], [0.2930, -0.1384, 0.3567], [-0.4036, 0.4216, 0.2203], [-0.3008, -0.0090, 0.0996], [0.5081, 0.0438, 0.4188], [-0.2566, -0.1138, -0.0582]]}